Entry 1:
A molecular structure, C5H8OS, computed with the ωB97M-V functional and the def2-TZVPD basis.

Last column: natural (NBO) charge in e.
Geometry (Å):
C 1.68 1.76 0.25  -0.704
C 0.16 -0.63 -0.44  -0.264
C -1.12 -1.12 -0.12  -0.065
C -2.29 -0.14 -0.03  -0.696
C 1.35 -1.38 -0.29  0.393
H 1.35 2.15 1.50  0.193
H 2.50 1.00 0.49  0.257
H 1.97 2.71 -0.14  0.214
H -1.30 -2.30 0.09  0.234
H -3.00 -0.40 -0.86  0.234
H -1.98 0.97 -0.17  0.251
H -3.00 -0.16 0.70  0.236
H 1.08 -2.41 0.25  0.075
O 2.52 -1.33 -0.45  -0.506
S 0.07 1.28 -0.77  0.149

## Properties
HOMO level = -8.74 eV
Total charge = 0


Entry 2:
A single C5H8OS molecule, computed with the ωB97M-V functional and the def2-TZVPD basis.

Last column: natural (NBO) charge in e.
Geometry (Å):
C -0.03 -0.83 -1.46  -0.609
C 0.37 -0.36 -0.06  -0.256
S 1.85 -1.14 0.57  -0.015
C -0.68 -0.29 1.17  -0.396
C -0.89 1.25 0.85  -0.529
C 0.37 1.23 -0.03  0.614
O 1.10 2.11 -0.40  -0.508
H 0.83 -1.09 -2.08  0.235
H -0.66 -0.11 -1.88  0.210
H -0.74 -1.78 -1.28  0.210
H 2.83 -0.76 -0.20  0.130
H -0.04 -0.66 1.96  0.229
H -1.53 -0.87 1.00  0.210
H -1.00 1.92 1.71  0.241
H -1.78 1.38 0.13  0.235

## Properties
HOMO level = -8.91 eV
Structure (SMILES) = C[C@]1(S)CCC1=O
Total charge = 0


Entry 3:
A single C5H8OS molecule, computed with the ωB97M-V functional and the def2-TZVPD basis.

Last column: natural (NBO) charge in e.
Geometry (Å):
O -1.05 -1.32 -0.26  -0.726
C -1.02 0.10 -0.24  0.097
C -0.38 0.51 0.94  -0.475
C 1.04 -0.07 0.81  -0.421
C 1.30 0.06 -0.68  -0.311
S 0.97 1.62 -1.47  0.205
C -0.10 0.28 -1.34  -0.393
H -1.87 -1.44 0.33  0.466
H -2.31 0.41 -0.31  0.162
H -0.37 1.60 1.12  0.241
H -0.75 -0.12 1.78  0.218
H 1.00 -1.07 1.32  0.231
H 1.94 0.43 1.39  0.220
H 2.01 -0.67 -1.20  0.242
H -0.40 -0.33 -2.20  0.244

## Properties
HOMO level = -8.90 eV
Structure (SMILES) = O[C@H]1CC[C@@H]2S[C@@H]21
Total charge = 0


Entry 4:
A single C5H8OS molecule, computed with the ωB97M-V functional and the def2-TZVPD basis.

Last column: natural (NBO) charge in e.
Geometry (Å):
C -0.78 1.06 -0.37  -0.405
C -0.19 -0.72 1.42  -0.571
C 0.43 -1.13 -1.08  -0.647
C 0.07 0.56 0.77  -0.243
C 0.50 0.36 -0.69  -0.237
O -0.02 -3.24 0.46  -0.971
S -0.68 -1.97 0.10  1.245
H -1.67 0.66 -0.60  0.204
H -0.82 2.22 -0.58  0.220
H 0.60 -1.17 1.97  0.245
H -1.19 -0.65 2.00  0.221
H 0.04 -1.22 -2.16  0.230
H 1.47 -1.57 -1.28  0.257
H 0.54 1.22 1.36  0.223
H 1.14 0.95 -1.26  0.228

## Properties
HOMO level = -9.03 eV
Total charge = 0


Entry 5:
A molecular structure, C5H8OS2, computed with the ωB97M-V functional and the def2-TZVPD basis.

Last column: natural (NBO) charge in e.
Geometry (Å):
C -2.08 -1.40 0.39  -0.822
C 0.37 0.15 -0.12  -0.145
C -0.64 1.25 0.42  -0.096
C 1.79 0.47 -0.39  -0.337
C 2.81 -0.45 -0.39  -0.291
H -2.87 -0.98 -0.73  0.299
H -1.97 -2.87 0.91  0.281
H -2.04 -0.59 1.44  0.252
H 0.29 1.80 0.75  0.186
H -1.16 0.79 1.30  0.177
H -1.18 1.45 -1.46  0.486
H 1.89 1.57 -0.36  0.219
H 2.32 -1.34 -0.93  0.199
O -1.56 1.70 -0.47  -0.690
S -0.34 -1.37 -0.46  0.295
S 4.37 -0.18 0.10  -0.012

## Properties
HOMO level = -8.20 eV
Total charge = 0


Entry 6:
A single C5H8OS2 molecule, computed with the ωB97M-V functional and the def2-TZVPD basis.

Last column: natural (NBO) charge in e.
Geometry (Å):
C 2.65 -0.60 -0.53  -0.628
C 1.06 -0.24 -0.72  -0.054
O 0.36 -1.47 -0.61  -0.531
C -0.95 -1.27 -0.06  0.069
C -0.96 -0.08 0.57  -0.230
C -2.02 0.79 1.38  -0.498
S -2.96 2.02 0.11  -0.142
S 0.60 0.86 0.59  0.249
H 2.79 -1.17 0.43  0.229
H 3.26 0.35 -0.71  0.216
H 2.86 -1.30 -1.36  0.216
H 0.87 0.10 -1.83  0.189
H -1.63 -2.15 -0.41  0.252
H -2.76 0.07 1.75  0.232
H -1.56 1.72 2.19  0.264
H -1.63 2.36 -0.80  0.166

## Properties
HOMO level = -8.24 eV
Structure (SMILES) = C[C@H]1OC=C(CS)S1
Total charge = 0


Entry 7:
A single C5H8OS2 molecule, computed with the ωB97M-V functional and the def2-TZVPD basis.

Last column: natural (NBO) charge in e.
Geometry (Å):
C 1.84 1.42 1.80  -0.730
C 0.37 1.73 1.89  0.416
C -0.71 -2.11 -1.16  -0.595
C -1.16 -0.72 -1.18  0.028
C -1.55 0.42 -1.20  -0.311
H 2.00 0.34 1.79  0.230
H 2.27 1.84 0.88  0.234
H 2.34 1.86 2.67  0.239
H 0.28 0.52 -0.15  0.107
H -1.44 -2.49 -3.39  0.129
H 0.20 -2.20 -0.56  0.245
H -1.47 -2.75 -0.71  0.251
H -1.89 1.43 -1.23  0.284
O -0.14 2.36 2.78  -0.555
S -0.68 1.12 0.56  0.031
S -0.26 -2.76 -2.81  -0.003

## Properties
HOMO level = -8.50 eV
Total charge = 0


Entry 8:
A single C5H8OS2 molecule, computed with the ωB97M-V functional and the def2-TZVPD basis.

Last column: natural (NBO) charge in e.
Geometry (Å):
C 2.61 -2.20 -0.41  -0.612
C 1.85 -1.27 0.52  -0.402
C 1.73 0.20 0.06  -0.533
S 0.24 0.43 -0.97  0.436
C -0.98 0.53 0.19  -0.461
S -1.03 -0.01 1.74  0.016
C -2.24 0.99 -0.46  0.368
O -2.23 1.51 -1.56  -0.478
H 2.33 -2.22 -1.42  0.205
H 3.65 -1.90 -0.42  0.199
H 2.46 -3.21 -0.06  0.216
H 0.78 -1.66 0.65  0.214
H 2.35 -1.30 1.49  0.212
H 1.48 0.80 0.91  0.241
H 2.60 0.49 -0.53  0.232
H -3.14 0.85 0.10  0.145

## Properties
HOMO level = -9.05 eV
Structure (SMILES) = CCCSC(=S)C=O
Total charge = 0


The total energy results, record by record, are as follows: -18193.4425, -18195.8029, -18194.8267, -18194.7885, -29025.0393, -29028.6589, -29028.5419, -29031.5275 eV.
The relative energy (zero: lowest compared OMol25 entry of this formula, charge and spin) results, record by record, are as follows: 89.0, 34.6, 57.1, 58.0, 176.2, 92.8, 95.5, 26.6 kcal/mol.